(1)
24
Properties=species:S:1:pos:R:3:lowdin_charge:R:1 method="wB97M-V/def2-TZVPD" gap_ev=4.8 charge=+3 total_energy_ha=-640.46436
Ba 1.47 -4.28 0.89 2.029
Ba 0.92 -1.76 -5.09 1.974
N 1.92 -1.02 -1.49 -0.581
O 2.85 -0.31 -1.30 0.137
O 1.10 -0.77 -2.44 -0.265
O 1.78 -2.06 -0.75 -0.268
C 1.22 2.27 0.55 -0.078
C -0.17 2.49 1.10 -0.325
O -0.45 3.89 1.24 -0.060
H 1.50 2.93 -0.27 0.084
H 1.41 1.23 0.26 0.035
H 1.95 2.42 1.35 0.088
H -0.36 2.01 2.06 0.117
H -0.97 2.13 0.43 0.089
H -0.32 4.26 0.36 0.084
C -1.53 -0.56 0.42 -0.058
C -1.61 -1.99 -0.05 -0.249
O -0.81 -2.87 0.81 -0.334
H -2.29 0.03 -0.10 0.103
H -0.62 -0.05 0.08 0.053
H -1.83 -0.52 1.47 0.103
H -1.20 -2.10 -1.06 0.094
H -2.61 -2.41 -0.05 0.130
H -1.36 -2.98 1.60 0.096

***

(2)
13
Properties=species:S:1:pos:R:3:nbo_charge:R:1 method="wB97M-V/def2-TZVPD" gap_ev=2.3 total_energy_ha=-1013.20631 relative_energy_kcal_mol=72.69
Tl 2.34 -0.05 3.19 0.995
N -1.98 2.64 1.33 0.703
O -2.06 2.97 0.14 -0.327
O -2.93 2.07 1.84 -0.337
O -0.87 2.60 1.88 -0.425
N -1.94 -1.66 0.04 0.711
O -0.78 -1.60 0.51 -0.375
O -2.29 -1.32 -1.07 -0.288
O -2.77 -2.12 0.75 -0.289
N 3.34 -0.90 -2.15 0.722
O 4.29 -0.92 -2.88 -0.365
O 2.26 -0.65 -2.61 -0.315
O 3.40 -1.04 -0.97 -0.411

***

(3)
20
Properties=species:S:1:pos:R:3:nbo_charge:R:1 method="wB97M-V/def2-TZVPD" gap_ev=8.9 total_energy_ha=-328.12231 relative_energy_kcal_mol=123.33
C -0.53 1.05 1.68 -0.675
C 1.34 -0.49 1.12 -0.650
C -2.01 -0.31 -0.82 -0.448
C 1.14 -0.03 -2.15 -0.254
C -0.07 -0.18 1.04 -0.008
N -0.61 -0.39 -0.78 -0.202
O -0.06 0.52 -1.55 -0.406
H -0.68 0.95 2.73 0.228
H 0.17 1.92 1.69 0.215
H -1.51 1.39 1.34 0.229
H 1.53 -0.69 2.14 0.224
H 1.80 0.39 0.68 0.212
H 1.54 -1.45 0.51 0.224
H -2.38 0.78 -0.60 0.158
H -2.66 -0.70 -1.76 0.210
H -2.53 -0.97 0.02 0.204
H 1.25 -1.07 -1.97 0.198
H 2.17 0.43 -1.68 0.158
H 1.15 0.24 -3.23 0.189
H -0.64 -1.11 1.23 0.194

***

(4)
8
Properties=species:S:1:pos:R:3:nbo_charge:R:1 method="wB97M-V/def2-TZVPD" gap_ev=10.1 total_energy_ha=-229.00923 relative_energy_kcal_mol=61.08
C -0.15 1.45 0.22 0.255
O -1.25 2.01 0.32 -0.522
H 0.47 0.97 1.02 0.123
H 0.28 1.45 -0.81 0.133
C 0.17 -1.48 -0.15 0.273
O 0.94 -0.69 -0.65 -0.506
H -0.82 -1.15 0.24 0.121
H 0.36 -2.58 -0.19 0.124

***

(5)
10
Properties=species:S:1:pos:R:3:nbo_charge:R:1 method="wB97M-V/def2-TZVPD" gap_ev="11.5 / 6.8" multiplicity=2 total_energy_ha=-304.83583 relative_energy_kcal_mol=17.69
O -1.06 0.15 0.57 -0.167
C -0.16 -0.06 -0.28 0.725
O 0.72 0.73 -0.71 -0.603
C -0.19 -1.58 -0.62 -0.698
H 0.43 -2.29 -0.09 0.257
H -1.18 -1.84 -0.31 0.230
H 0.03 -1.82 -1.73 0.265
H 0.42 1.96 1.74 0.446
H 0.58 2.07 0.35 0.476
O 0.41 2.66 1.10 -0.931

***

(6)
14
Properties=species:S:1:pos:R:3:nbo_charge:R:1 method="wB97M-V/def2-TZVPD" gap_ev=10.3 total_energy_ha=-307.63359 relative_energy_kcal_mol=49.47
C -0.90 -0.46 2.01 -0.312
C -1.49 -0.61 0.82 -0.324
C -1.48 0.49 -0.17 0.400
O -1.89 0.37 -1.31 -0.527
H -0.41 0.47 2.27 0.206
H -0.87 -1.26 2.75 0.207
H -1.97 -1.53 0.51 0.220
H -1.08 1.46 0.20 0.121
C 1.83 0.34 -1.47 -0.253
O 1.37 0.21 -0.13 -0.727
H 1.01 0.26 -2.19 0.174
H 2.60 -0.41 -1.71 0.163
H 2.27 1.33 -1.56 0.183
H 1.00 -0.67 -0.02 0.468